A molecular structure, C16H19BIrN6 in a non-equilibrium geometry, computed with ωB97M-V/def2-TZVPD.

Geometry (Å):
Ir1 -0.98428 1.12158 0.12241
N1 0.93180 1.63236 0.00456
N2 1.83438 -3.00329 0.32525
N3 -0.42870 0.48590 -1.73096
N4 0.67865 -0.30617 -2.03872
N5 2.03286 0.85075 -0.33848
N6 2.37892 -2.00151 -0.55261
C1 -2.83701 -2.62426 -0.20431
C2 -4.72798 -1.15926 0.17063
C3 -3.86269 -0.04231 0.26118
C4 -1.97174 -1.56195 0.06321
C5 2.75120 2.88944 0.28267
C6 -1.23146 0.53614 -2.82708
C7 -0.59420 -0.12613 -3.87464
C8 0.60505 -0.59142 -3.36687
C9 -2.49002 -0.28241 0.20947
C10 -4.21447 -2.42879 -0.09799
C11 3.12546 1.66255 -0.24544
C12 -1.13207 1.21116 2.05199
C13 3.88925 -3.66364 -0.32586
C14 3.59032 -2.46132 -0.95652
C15 1.37398 2.83547 0.44557
C16 2.77349 -3.94363 0.49464
B1 1.97430 -0.50645 -1.16195
H1 -0.90252 -1.70548 0.15855
H2 -4.23653 0.96707 0.40535
H3 -1.85722 1.86948 1.06577
H4 -1.96973 0.73967 2.55812
H5 -0.37876 0.39823 1.91466
H6 2.87695 -0.31420 -1.98365
H7 4.18057 -1.90675 -1.67508
H8 2.68620 -4.77901 1.19141
H9 -4.88138 -3.27846 -0.22553
H10 1.41597 -1.10871 -3.85334
H11 3.37434 3.71766 0.56757
H12 -2.18564 1.03054 -2.79132
H13 -5.79949 -1.03033 0.33866
H14 4.10544 1.31140 -0.52788
H15 4.78540 -4.23424 -0.43475
H16 -2.40892 -3.59525 -0.43395
H17 -0.64619 2.01418 2.60501
H18 -0.97260 -0.27746 -4.86621
H19 0.66042 3.56560 0.77960

## Properties
Charge ... +4
E_HOMO (alpha / beta) ... -22.799 / -22.325 eV
2S+1 ... 6
Kohn-Sham gap (alpha / beta) ... 9.761 / 4.842 eV
ΔE to the lowest compared entry with this formula, charge and spin ... 2.404 eV